Entry 1:
Molecular formula: C16H27CaN2O5Si2
Method: DFT, ωB97M-V/def2-TZVPD

Geometry as XYZ:
```
53
Properties=species:S:1:pos:R:3:forces:R:3
Ca 1.567 0.607 -0.822 0.166 0.216 -0.639
O -1.028 -1.758 1.890 0.008 0.010 0.055
C -0.431 -0.905 0.914 0.038 -0.076 0.078
O 0.594 -1.238 -1.313 -0.297 0.031 0.009
C 0.461 -0.049 1.887 0.279 0.053 0.046
O 1.750 0.360 1.411 -0.009 -0.038 -0.246
C 2.874 -0.514 1.641 -0.156 0.086 0.174
C 4.053 -0.197 0.680 -0.051 -0.139 0.161
O 5.163 -0.519 1.087 0.013 -0.005 -0.002
O 3.751 0.316 -0.448 -0.012 0.112 0.113
H -1.699 -2.296 1.461 -0.053 0.005 -0.021
H 0.622 -0.658 2.777 -0.123 -0.046 -0.010
H -0.064 0.868 2.147 -0.019 -0.022 0.035
H 2.563 -1.548 1.476 0.058 -0.017 0.020
H 3.217 -0.381 2.668 0.001 -0.063 0.012
C 1.988 3.710 -0.257 0.096 0.033 0.000
Si 0.105 3.595 -0.310 -0.191 -0.103 -0.011
C -0.573 4.560 1.157 0.003 0.048 0.011
C -0.424 4.529 -1.869 0.008 0.069 -0.017
N -0.260 1.946 -0.251 0.337 -0.159 0.050
C -1.439 1.258 -0.262 -0.006 0.001 0.109
C -2.628 1.859 -0.742 -0.049 -0.050 -0.031
C -3.805 1.164 -0.913 -0.011 0.054 -0.021
C -3.860 -0.187 -0.601 0.014 -0.008 0.009
C -2.729 -0.776 -0.062 -0.001 -0.026 0.002
C -1.535 -0.099 0.173 -0.041 0.001 -0.027
N 0.374 -1.745 0.030 0.018 0.031 0.008
Si 0.232 -3.418 -0.429 0.057 0.178 0.079
C 1.879 -3.984 -1.105 0.029 0.011 0.008
C -0.136 -4.519 1.062 -0.048 -0.092 -0.059
C -1.108 -3.720 -1.707 -0.032 -0.064 0.062
H 2.305 4.756 -0.283 -0.026 0.009 0.060
H 2.517 3.240 -1.096 -0.076 -0.035 -0.024
H 2.382 3.266 0.662 0.011 0.001 -0.004
H -0.314 5.621 1.108 -0.001 0.002 -0.001
H -0.185 4.156 2.095 0.010 -0.009 -0.003
H -1.663 4.481 1.190 -0.004 -0.006 -0.005
H 0.090 5.494 -1.920 -0.011 0.002 -0.009
H -1.497 4.728 -1.900 -0.005 -0.012 0.022
H -0.171 3.969 -2.773 0.014 -0.021 0.012
H -2.582 2.902 -1.033 0.021 0.007 0.013
H -4.675 1.675 -1.310 -0.005 -0.012 0.004
H -4.761 -0.766 -0.758 0.002 -0.007 0.001
H -2.806 -1.832 0.176 -0.002 -0.005 -0.011
H 2.664 -3.870 -0.354 0.006 0.001 -0.004
H 2.159 -3.393 -1.977 -0.005 0.004 -0.002
H 1.836 -5.039 -1.391 0.003 -0.008 0.004
H 0.427 -4.202 1.941 0.014 0.012 0.008
H 0.146 -5.551 0.828 0.016 0.008 -0.005
H -1.196 -4.536 1.332 0.005 0.037 0.020
H -0.958 -3.078 -2.574 0.027 0.013 -0.004
H -2.103 -3.514 -1.305 -0.008 -0.014 -0.012
H -1.088 -4.767 -2.027 -0.013 0.008 -0.017
```
Positions in Å, forces in eV/Å.

Output
Charge: -1

***

Entry 2:
Molecular formula: C16H27Cl2N2O4
Method: DFT, ωB97M-V/def2-TZVPD

Geometry as XYZ:
```
51
Properties=species:S:1:pos:R:3:forces:R:3
C 2.753 -1.180 -0.501 0.216 -0.396 -0.497
C 3.051 -0.161 -1.639 -0.145 -0.175 0.882
C 3.100 1.317 -1.167 0.881 -0.407 -0.280
N 2.020 1.686 -0.218 -0.918 -0.518 -1.114
C 0.760 1.629 -0.780 0.623 -0.309 1.138
C -0.290 0.896 -0.180 -0.784 0.245 -0.283
C -1.528 0.881 -0.796 -0.147 0.519 -0.369
C -2.676 0.107 -0.171 -0.557 -0.086 0.347
O -2.543 -0.847 0.538 0.491 0.618 -0.523
O -3.922 0.613 -0.519 0.858 -0.979 0.334
C -4.897 -0.374 -0.294 -1.023 -0.236 0.458
Cl -5.638 -0.478 1.284 0.599 0.379 -0.777
C -5.242 -1.172 -1.301 0.352 -0.125 -0.535
C -4.555 -0.994 -2.666 -0.706 0.147 0.517
Cl -6.441 -2.421 -1.098 0.612 0.659 -0.224
C -1.719 1.575 -2.030 0.102 0.085 0.007
C -0.675 2.280 -2.561 -0.505 -0.374 0.206
N 0.527 2.296 -1.916 -0.500 0.281 -0.784
H 3.189 -2.143 -0.824 -0.264 0.332 0.311
H 1.674 -1.384 -0.374 0.442 0.326 0.135
H 3.238 -0.938 0.462 -0.242 -0.020 -0.358
H 4.059 -0.399 -2.021 -0.565 0.221 -0.231
H 2.285 -0.309 -2.423 0.530 0.157 0.113
H 3.084 1.947 -2.074 -0.031 0.068 0.619
H 4.067 1.503 -0.671 -0.500 0.036 -0.105
H 2.024 1.087 0.603 0.298 0.181 -0.032
H -0.153 0.364 0.765 0.127 0.164 -0.368
H -4.876 -0.006 -3.044 0.277 -0.432 -0.066
H -3.461 -0.998 -2.541 -0.341 -0.109 -0.160
H -4.861 -1.764 -3.384 0.143 0.210 0.347
H -2.656 1.581 -2.588 0.180 -0.148 0.479
H -0.774 2.838 -3.495 0.282 -0.162 0.412
H 1.247 2.859 -2.360 0.159 -0.201 0.422
C 6.896 -3.240 -0.636 -0.058 -0.010 -0.116
C 6.271 -1.992 -0.043 0.446 -0.294 0.304
O 5.770 -2.253 1.264 -0.312 0.206 -0.103
H 6.164 -4.048 -0.681 -0.026 0.055 -0.038
H 7.273 -3.051 -1.642 0.045 -0.037 0.027
H 7.722 -3.590 -0.013 0.055 0.078 -0.059
H 5.433 -1.657 -0.655 -0.052 0.010 0.114
H 7.003 -1.179 0.013 -0.017 0.035 -0.181
H 6.509 -2.539 1.810 -0.053 -0.008 0.018
C -4.135 2.333 4.171 0.038 0.073 0.022
C -4.202 1.068 5.007 -0.118 -0.055 -0.417
O -5.455 0.417 4.836 -0.012 0.017 0.229
H -4.938 3.017 4.448 0.044 -0.009 0.056
H -3.177 2.842 4.305 -0.016 0.015 -0.027
H -4.263 2.102 3.109 0.075 -0.031 -0.002
H -4.096 1.303 6.065 -0.106 -0.096 0.004
H -3.402 0.375 4.725 0.129 0.092 0.097
H -5.544 0.200 3.903 -0.008 0.005 0.049
```
Positions in Å, forces in eV/Å.

Output
Charge: +1

***

| no. | orbital gap (Ha) |
| --- | --- |
| 1 | 0.26111 |
| 2 | 0.25611 |